No. 1
{"formula": "C9H17FN2OSi", "method": "ωB97M-V/def2-TZVPD", "smiles": "CNC[Si@@H](F)COC.c1ccncc1", "homo_lumo_gap_ev": 9.610, "homo_energy_ev": -8.744, "total_charge": 0, "lumo_ev": 0.87, "symbols": ["C", "N", "C", "Si", "F", "C", "O", "C", "H", "H", "H", "H", "H", "H", "H", "H", "H", "H", "H", "H", "C", "C", "C", "N", "C", "C", "H", "H", "H", "H", "H"], "xyz": [[-2.80, -1.35, 3.68], [-2.52, -1.50, 2.26], [-1.08, -1.59, 1.97], [-0.42, 0.03, 1.28], [-1.41, 1.25, 1.68], [1.28, 0.38, 2.01], [1.96, 1.49, 1.43], [1.56, 2.74, 1.97], [-2.37, -2.14, 4.30], [-2.41, -0.39, 4.04], [-3.89, -1.33, 3.82], [-2.99, -2.32, 1.90], [-0.50, -1.88, 2.86], [-0.90, -2.37, 1.23], [-0.34, 0.02, -0.19], [1.22, 0.48, 3.10], [1.91, -0.50, 1.83], [1.80, 3.51, 1.24], [2.10, 2.94, 2.90], [0.49, 2.76, 2.17], [0.96, 1.16, -4.17], [0.98, 0.48, -2.96], [0.84, -0.90, -2.98], [0.69, -1.61, -4.09], [0.67, -0.95, -5.24], [0.80, 0.43, -5.34], [1.07, 2.24, -4.20], [1.10, 1.01, -2.02], [0.86, -1.46, -2.05], [0.54, -1.55, -6.14], [0.77, 0.91, -6.30]]}

---

No. 2
{"formula": "C9H17FN3O9PS", "method": "ωB97M-V/def2-TZVPD", "smiles": "O=C(F)NC(=O)OC(=O)OP(O)(O)=S.CN(C)C=O.CN(C)C=O", "homo_lumo_gap_ev": 9.368, "homo_energy_ev": -9.154, "total_charge": 0, "lumo_ev": 0.21, "symbols": ["O", "C", "F", "N", "C", "O", "O", "C", "O", "O", "P", "O", "O", "S", "H", "H", "H", "C", "N", "C", "C", "O", "H", "H", "H", "H", "H", "H", "H", "C", "N", "C", "C", "O", "H", "H", "H", "H", "H", "H", "H"], "xyz": [[-0.33, -1.42, -0.30], [0.10, -2.07, 0.56], [0.49, -3.32, 0.32], [0.24, -1.51, 1.84], [-0.21, -2.36, 2.89], [-1.31, -2.54, 3.19], [0.79, -3.03, 3.63], [1.47, -2.17, 4.45], [0.89, -1.50, 5.21], [2.87, -2.06, 4.44], [3.53, -1.52, 3.02], [2.89, -0.07, 2.59], [5.13, -1.25, 3.25], [3.37, -2.79, 1.55], [-0.13, -0.57, 1.89], [2.81, -0.15, 1.61], [5.45, -1.16, 2.33], [0.35, 2.05, -3.12], [1.35, 1.80, -2.10], [2.71, 1.53, -2.51], [1.06, 1.82, -0.79], [1.87, 1.62, 0.11], [0.28, 1.17, -3.77], [0.65, 2.92, -3.71], [-0.64, 2.24, -2.68], [3.01, 0.54, -2.14], [3.38, 2.28, -2.08], [2.79, 1.54, -3.60], [0.01, 2.04, -0.58], [-4.60, -0.01, -2.16], [-3.65, 0.76, -1.37], [-3.62, 0.58, 0.07], [-2.80, 1.63, -1.94], [-1.98, 2.30, -1.33], [-5.61, 0.22, -1.83], [-4.41, -1.07, -2.01], [-4.51, 0.23, -3.21], [-3.82, 1.54, 0.55], [-2.62, 0.25, 0.37], [-4.36, -0.15, 0.38], [-2.90, 1.69, -3.04]]}

---

No. 3
{"formula": "C9H17N2S2", "method": "ωB97M-V/def2-TZVPD", "spin_multiplicity": 3, "homo_lumo_gap_ev": [6.345, 5.656], "e_above_lowest_ev": 0.000, "homo_energy_ev": [-9.582, -11.441], "total_charge": 1, "s2": 2.02, "lumo_ev": [-3.24, -5.79], "symbols": ["C", "C", "C", "C", "C", "C", "C", "C", "C", "N", "N", "S", "S", "H", "H", "H", "H", "H", "H", "H", "H", "H", "H", "H", "H", "H", "H", "H", "H", "H"], "xyz": [[0.03, 2.23, -1.05], [0.91, 1.19, -1.24], [-1.32, 1.97, -0.65], [0.71, -0.26, -1.04], [-0.67, -0.82, -0.56], [-1.36, 0.08, 0.56], [-0.62, -2.25, -0.01], [3.46, -0.81, -1.13], [-0.89, 0.36, 3.36], [-2.05, 2.93, -0.28], [-2.66, -0.14, 0.78], [2.20, -0.59, 0.13], [-0.09, 0.54, 1.75], [0.48, 3.18, -1.36], [1.99, 1.36, -1.45], [0.91, -0.87, -1.91], [-1.13, -0.90, -1.54], [0.23, -2.42, 0.71], [-0.61, -3.02, -0.82], [-1.46, -2.39, 0.60], [4.37, -1.08, -0.56], [3.47, 0.09, -1.64], [2.99, -1.54, -1.81], [-1.84, 0.88, 3.20], [-0.33, 1.11, 3.97], [-0.81, -0.73, 3.62], [-1.70, 3.86, -0.50], [-3.25, 0.10, 1.52], [-3.12, -0.62, 0.03], [-2.97, 2.65, 0.12]]}

---

No. 4
{"formula": "C9H17N3O2S", "method": "ωB97M-V/def2-TZVPD", "homo_lumo_gap_ev": 8.633, "e_above_lowest_ev": 11.664, "homo_energy_ev": -8.517, "total_charge": 0, "lumo_ev": 0.12, "symbols": ["C", "C", "C", "C", "C", "O", "N", "C", "N", "N", "C", "O", "C", "C", "H", "H", "H", "H", "H", "H", "H", "S", "H", "H", "H", "H", "H", "H", "H", "H", "H", "H"], "xyz": [[2.45, -2.88, 1.93], [1.47, -3.67, 1.01], [0.51, -2.91, 0.01], [-0.39, -2.07, 0.80], [-0.18, -0.61, 0.26], [-1.25, -0.14, -0.07], [0.92, -0.07, 0.84], [1.46, 1.08, 0.21], [0.81, 2.11, -0.22], [-0.55, 2.42, -0.39], [-1.11, 3.43, -0.88], [-0.18, 4.32, -1.11], [-2.26, 3.72, -1.27], [-2.88, 2.71, -2.37], [-3.78, 2.82, -2.75], [-2.18, 2.99, -3.11], [-2.49, 1.81, -2.08], [-2.97, 3.33, -0.22], [-2.80, 4.69, -1.54], [-1.21, 1.49, -0.24], [1.36, 2.98, -0.40], [2.98, 1.09, 0.75], [1.41, -0.75, 1.07], [-0.29, -2.18, 2.08], [-1.48, -2.64, 0.41], [1.23, -2.32, -0.57], [0.28, -3.59, -0.53], [0.76, -4.43, 1.67], [2.14, -4.54, 0.60], [3.14, -3.50, 2.52], [1.89, -2.33, 2.48], [3.20, -2.38, 1.10]]}

---

No. 5
{"formula": "C9H17N3O4", "method": "ωB97M-V/def2-TZVPD", "smiles": "CC(C)[C@H](NC(=O)[C@@H](N)CC(N)=O)C(=O)O", "homo_lumo_gap_ev": 10.507, "e_above_lowest_ev": 3.459, "homo_energy_ev": -9.998, "total_charge": 0, "lumo_ev": 0.51, "symbols": ["C", "C", "C", "C", "N", "C", "O", "C", "N", "C", "C", "N", "O", "C", "O", "O", "H", "H", "H", "H", "H", "H", "H", "H", "H", "H", "H", "H", "H", "H", "H", "H", "H"], "xyz": [[0.72, -2.04, 1.33], [0.07, -2.24, -0.05], [-0.20, -3.81, -0.30], [-1.04, -1.38, -0.39], [-0.53, 0.12, -0.32], [-1.10, 1.22, -0.82], [-2.27, 1.39, -1.27], [-0.24, 2.52, -0.81], [-0.97, 3.75, -0.71], [0.93, 2.68, 0.17], [1.97, 1.54, -0.01], [2.88, 1.62, 1.02], [2.09, 0.75, -0.93], [-2.32, -1.40, 0.46], [-2.30, -2.02, 1.50], [-3.13, -0.41, 0.18], [0.25, -2.71, 2.08], [1.18, -1.07, 1.71], [1.79, -2.42, 1.29], [0.88, -1.97, -0.78], [-0.72, -4.11, 0.56], [-0.84, -4.05, -1.16], [0.72, -4.55, -0.48], [-0.80, -1.25, -1.51], [0.34, 0.13, -0.07], [0.32, 2.54, -1.71], [-1.09, 4.03, -1.64], [-1.97, 3.53, -0.54], [0.44, 2.84, 1.09], [1.64, 3.54, 0.01], [2.67, 2.19, 1.82], [3.52, 0.90, 0.91], [-2.88, 0.14, -0.64]]}

---

No. 6
{"formula": "C9H17N3O4", "method": "ωB97M-V/def2-TZVPD", "smiles": "CC(C)[C@H](N)C(=O)N[C@@H](CC(N)=O)C(=O)O", "homo_lumo_gap_ev": 9.597, "e_above_lowest_ev": 3.906, "homo_energy_ev": -9.243, "total_charge": 0, "lumo_ev": 0.35, "symbols": ["C", "C", "C", "C", "N", "C", "O", "N", "C", "C", "C", "N", "O", "C", "O", "O", "H", "H", "H", "H", "H", "H", "H", "H", "H", "H", "H", "H", "H", "H", "H", "H", "H"], "xyz": [[4.47, -0.58, -1.35], [3.37, -0.76, -0.23], [3.85, 0.09, 0.98], [2.00, -0.23, -0.54], [1.96, 1.32, -0.54], [0.96, -0.75, 0.41], [1.36, -1.03, 1.62], [-0.38, -0.79, 0.31], [-1.08, 0.13, -0.52], [-2.40, -0.43, -1.16], [-3.24, -0.88, -0.18], [-4.46, -1.42, -0.44], [-2.91, -0.82, 1.09], [-1.35, 1.52, 0.18], [-0.80, 1.87, 1.22], [-2.20, 2.31, -0.50], [4.32, 0.43, -1.80], [4.25, -1.37, -2.04], [5.49, -0.83, -1.01], [3.22, -1.84, 0.11], [4.79, -0.35, 1.30], [3.91, 1.07, 0.41], [3.09, 0.09, 1.75], [1.74, -0.59, -1.52], [2.94, 1.82, -0.81], [1.63, 1.59, 0.42], [-0.86, -0.53, 1.34], [-0.49, 0.33, -1.51], [-2.72, 0.27, -2.03], [-2.00, -1.32, -1.64], [-4.82, -1.11, -1.44], [-5.08, -1.94, 0.32], [-2.20, 3.21, -0.23]]}

---

Repeat the second record exactly.
{"formula": "C9H17FN3O9PS", "method": "ωB97M-V/def2-TZVPD", "smiles": "O=C(F)NC(=O)OC(=O)OP(O)(O)=S.CN(C)C=O.CN(C)C=O", "homo_lumo_gap_ev": 9.368, "homo_energy_ev": -9.154, "total_charge": 0, "lumo_ev": 0.21, "symbols": ["O", "C", "F", "N", "C", "O", "O", "C", "O", "O", "P", "O", "O", "S", "H", "H", "H", "C", "N", "C", "C", "O", "H", "H", "H", "H", "H", "H", "H", "C", "N", "C", "C", "O", "H", "H", "H", "H", "H", "H", "H"], "xyz": [[-0.33, -1.42, -0.30], [0.10, -2.07, 0.56], [0.49, -3.32, 0.32], [0.24, -1.51, 1.84], [-0.21, -2.36, 2.89], [-1.31, -2.54, 3.19], [0.79, -3.03, 3.63], [1.47, -2.17, 4.45], [0.89, -1.50, 5.21], [2.87, -2.06, 4.44], [3.53, -1.52, 3.02], [2.89, -0.07, 2.59], [5.13, -1.25, 3.25], [3.37, -2.79, 1.55], [-0.13, -0.57, 1.89], [2.81, -0.15, 1.61], [5.45, -1.16, 2.33], [0.35, 2.05, -3.12], [1.35, 1.80, -2.10], [2.71, 1.53, -2.51], [1.06, 1.82, -0.79], [1.87, 1.62, 0.11], [0.28, 1.17, -3.77], [0.65, 2.92, -3.71], [-0.64, 2.24, -2.68], [3.01, 0.54, -2.14], [3.38, 2.28, -2.08], [2.79, 1.54, -3.60], [0.01, 2.04, -0.58], [-4.60, -0.01, -2.16], [-3.65, 0.76, -1.37], [-3.62, 0.58, 0.07], [-2.80, 1.63, -1.94], [-1.98, 2.30, -1.33], [-5.61, 0.22, -1.83], [-4.41, -1.07, -2.01], [-4.51, 0.23, -3.21], [-3.82, 1.54, 0.55], [-2.62, 0.25, 0.37], [-4.36, -0.15, 0.38], [-2.90, 1.69, -3.04]]}